# 1
Molecular formula: C7H13O3
Method: DFT, wB97M-V/def2-TZVPD

Positions of all 23 atoms, in Å:
O (-0.292, 3.856, 2.871)
C (-0.212, 2.634, 3.595)
C (0.896, 4.076, 2.117)
C (0.941, 2.641, 4.589)
C (2.122, 4.178, 3.014)
C (2.257, 2.911, 3.859)
H (-1.189, 2.513, 4.102)
H (-0.094, 1.792, 2.886)
H (0.728, 5.008, 1.544)
H (1.028, 3.252, 1.389)
H (0.757, 3.435, 5.339)
H (0.973, 1.673, 5.125)
H (3.022, 4.340, 2.391)
H (2.005, 5.059, 3.674)
H (2.482, 2.056, 3.193)
H (3.092, 3.007, 4.579)
O (2.992, 1.786, 0.585)
O (1.506, 0.379, 1.578)
C (2.221, 0.789, 0.623)
C (2.172, -0.072, -0.669)
H (2.952, -0.849, -0.604)
H (1.192, -0.565, -0.783)
H (2.362, 0.543, -1.565)

As for the total charge: -1. As for the lowest unoccupied orbital energy: 3.87 eV. As for the relative energy (zero: lowest compared OMol25 entry of this formula, charge and spin): 0.00 kcal/mol. The frontier orbital gap comes out at 8.21 eV.

Population analysis type natural (NBO), resulting atomic charges in e: atom 1 (O): -0.5561, atom 2 (C): -0.0839, atom 3 (C): -0.0791, atom 4 (C): -0.4204, atom 5 (C): -0.4227, atom 6 (C): -0.4233, atom 7 (H): 0.1623, atom 8 (H): 0.2120, atom 9 (H): 0.1653, atom 10 (H): 0.2087, atom 11 (H): 0.1749, atom 12 (H): 0.2020, atom 13 (H): 0.2209, atom 14 (H): 0.1715, atom 15 (H): 0.2680, atom 16 (H): 0.1815, atom 17 (O): -0.7973, atom 18 (O): -0.8029, atom 19 (C): 0.7647, atom 20 (C): -0.7329, atom 21 (H): 0.1984, atom 22 (H): 0.1941, atom 23 (H): 0.1943

=====

# 2
Molecular formula: C7H14
Method: DFT, wB97M-V/def2-TZVPD

Positions of all 21 atoms, in Å:
C (0.172, 1.694, 2.362)
C (0.783, 2.364, 1.049)
C (0.953, 1.305, -0.044)
C (-0.374, 0.465, -0.444)
C (-0.663, -3.303, -1.707)
C (-0.386, -1.803, -1.644)
C (-0.467, -1.106, -0.500)
H (-0.407, 0.756, 2.324)
H (1.022, 1.612, 3.029)
H (-0.526, 2.440, 2.813)
H (0.135, 3.180, 0.549)
H (1.641, 3.018, 1.139)
H (1.558, 0.526, 0.448)
H (1.382, 1.754, -0.962)
H (-0.959, 0.526, 0.419)
H (-0.682, 0.679, -1.544)
H (-1.688, -3.437, -2.000)
H (-0.754, -3.731, -0.761)
H (0.050, -3.978, -2.310)
H (-0.399, -1.400, -2.674)
H (-0.393, -1.561, 0.456)

As for the total charge: -1. As for the lowest unoccupied orbital energy (alpha / beta): 3.88 / 3.89 eV. As for the relative energy (zero: lowest compared OMol25 entry of this formula, charge and spin): 44.16 kcal/mol. Its expectation value of S² is 0.750. Its spin multiplicity is 2. The frontier orbital gap (alpha / beta) comes out at 2.35 / 9.58 eV.

Population analysis type natural (NBO), resulting atomic charges in e: atom 1 (C): -1.0206, atom 2 (C): -0.4084, atom 3 (C): -0.4104, atom 4 (C): -0.5032, atom 5 (C): -0.7305, atom 6 (C): -0.2475, atom 7 (C): -0.3679, atom 8 (H): 0.1825, atom 9 (H): 0.1974, atom 10 (H): 0.1956, atom 11 (H): 0.1653, atom 12 (H): 0.1954, atom 13 (H): 0.1997, atom 14 (H): 0.1888, atom 15 (H): 0.2185, atom 16 (H): 0.1969, atom 17 (H): 0.2024, atom 18 (H): 0.2071, atom 19 (H): 0.1902, atom 20 (H): 0.1708, atom 21 (H): 0.1777

=====

# 3
Molecular formula: C7H14
Method: DFT, wB97M-V/def2-TZVPD

Positions of all 21 atoms, in Å:
C (-1.217, 2.181, -1.847)
C (-0.645, 1.043, -1.192)
C (0.552, 1.470, -0.495)
C (1.191, 0.270, 0.251)
C (-0.276, -3.060, 1.748)
C (0.608, -1.937, 1.317)
C (0.270, -0.652, 0.992)
H (-1.033, 3.261, -1.324)
H (-2.340, 1.958, -1.917)
H (-0.714, 2.314, -2.922)
H (-0.412, 0.310, -1.938)
H (-1.291, 0.647, -0.523)
H (1.360, 1.697, -1.231)
H (0.404, 2.483, -0.018)
H (1.975, 0.601, 1.169)
H (1.892, -0.340, -0.429)
H (-0.134, -3.237, 2.737)
H (-1.127, -2.590, 1.491)
H (-0.067, -3.898, 1.027)
H (1.572, -2.253, 1.385)
H (-0.567, -0.266, 1.718)

As for the lowest unoccupied orbital energy: 1.22 eV. As for the structure (SMILES): C/C=C/CCCC. As for the relative energy (zero: lowest compared OMol25 entry of this formula, charge and spin): 92.18 kcal/mol. The frontier orbital gap comes out at 9.56 eV.

Population analysis type natural (NBO), resulting atomic charges in e: atom 1 (C): -0.5789, atom 2 (C): -0.4497, atom 3 (C): -0.3890, atom 4 (C): -0.4355, atom 5 (C): -0.6403, atom 6 (C): -0.1474, atom 7 (C): -0.2384, atom 8 (H): 0.1985, atom 9 (H): 0.2126, atom 10 (H): 0.2028, atom 11 (H): 0.2071, atom 12 (H): 0.2016, atom 13 (H): 0.2015, atom 14 (H): 0.2102, atom 15 (H): 0.2075, atom 16 (H): 0.2207, atom 17 (H): 0.2113, atom 18 (H): 0.2117, atom 19 (H): 0.2166, atom 20 (H): 0.1700, atom 21 (H): 0.2071

=====

# 4
Molecular formula: C7H14
Method: DFT, wB97M-V/def2-TZVPD

Positions of all 21 atoms, in Å:
C (-1.750, -1.479, -0.463)
C (-0.750, -0.457, -0.915)
C (-0.670, 1.002, -0.489)
C (-0.263, 1.776, 0.801)
C (0.438, -0.094, -0.160)
C (0.540, -0.752, 1.221)
C (1.761, 0.198, -0.778)
H (-1.270, -2.459, -0.358)
H (-2.549, -1.561, -1.203)
H (-2.197, -1.195, 0.491)
H (-0.463, -0.556, -1.964)
H (-0.483, 1.612, -1.381)
H (-0.327, 2.806, 0.487)
H (0.805, 1.676, 1.133)
H (-0.857, 1.555, 1.679)
H (1.294, -0.308, 1.884)
H (0.855, -1.784, 1.016)
H (-0.398, -0.815, 1.786)
H (1.617, 0.731, -1.722)
H (2.374, 0.840, -0.123)
H (2.294, -0.736, -0.942)

As for the lowest unoccupied orbital energy: 0.96 eV. As for the structure (SMILES): C[C@@H]1[C@H](C)C1(C)C. As for the relative energy (zero: lowest compared OMol25 entry of this formula, charge and spin): 71.01 kcal/mol. The frontier orbital gap comes out at 8.87 eV.

Population analysis type natural (NBO), resulting atomic charges in e: atom 1 (C): -0.6115, atom 2 (C): -0.2029, atom 3 (C): -0.3252, atom 4 (C): -0.5748, atom 5 (C): 0.0289, atom 6 (C): -0.6281, atom 7 (C): -0.6108, atom 8 (H): 0.2059, atom 9 (H): 0.2168, atom 10 (H): 0.2128, atom 11 (H): 0.2188, atom 12 (H): 0.1964, atom 13 (H): 0.2157, atom 14 (H): 0.1710, atom 15 (H): 0.2098, atom 16 (H): 0.2122, atom 17 (H): 0.2190, atom 18 (H): 0.2196, atom 19 (H): 0.2130, atom 20 (H): 0.2065, atom 21 (H): 0.2070

=====

# 5
Molecular formula: C7H14
Method: DFT, wB97M-V/def2-TZVPD

Positions of all 21 atoms, in Å:
C (1.365, -0.611, -0.640)
C (0.983, 0.767, -1.197)
C (0.232, 1.681, -0.225)
C (-1.112, 1.142, 0.302)
C (-0.960, 0.018, 1.342)
C (-0.698, -1.403, 0.829)
C (0.190, -1.577, -0.421)
H (1.935, -0.482, 0.291)
H (2.056, -1.077, -1.355)
H (0.385, 0.637, -2.112)
H (1.902, 1.281, -1.515)
H (0.892, 1.902, 0.628)
H (0.061, 2.644, -0.726)
H (-1.649, 1.983, 0.760)
H (-1.725, 0.825, -0.555)
H (-0.151, 0.319, 2.021)
H (-1.831, -0.100, 2.002)
H (-0.339, -1.945, 1.715)
H (-1.654, -1.890, 0.594)
H (0.575, -2.605, -0.430)
H (-0.457, -1.507, -1.308)

As for the lowest unoccupied orbital energy: 1.21 eV. As for the structure (SMILES): C1CCCCCC1. As for the relative energy (zero: lowest compared OMol25 entry of this formula, charge and spin): 1.48 kcal/mol. The frontier orbital gap comes out at 11.84 eV.

Population analysis type natural (NBO), resulting atomic charges in e: atom 1 (C): -0.4025, atom 2 (C): -0.3934, atom 3 (C): -0.3923, atom 4 (C): -0.4071, atom 5 (C): -0.4001, atom 6 (C): -0.3958, atom 7 (C): -0.4043, atom 8 (H): 0.1939, atom 9 (H): 0.2072, atom 10 (H): 0.1905, atom 11 (H): 0.2050, atom 12 (H): 0.1903, atom 13 (H): 0.2050, atom 14 (H): 0.2090, atom 15 (H): 0.1947, atom 16 (H): 0.1907, atom 17 (H): 0.2087, atom 18 (H): 0.2005, atom 19 (H): 0.1977, atom 20 (H): 0.2096, atom 21 (H): 0.1927

=====

# 6
Molecular formula: C7H14
Method: DFT, wB97M-V/def2-TZVPD

Positions of all 21 atoms, in Å:
C (-1.736, 1.202, -1.589)
C (-1.984, -0.219, -0.879)
C (-1.238, -0.384, 0.361)
C (0.145, -0.781, 0.577)
C (1.120, -1.391, -0.258)
C (0.856, -1.105, 1.752)
C (0.368, -0.362, 3.014)
H (-2.346, 2.067, -1.307)
H (-0.694, 1.525, -1.476)
H (-1.805, 1.026, -2.677)
H (-1.654, -1.006, -1.587)
H (-3.042, -0.065, -0.825)
H (-1.908, -0.617, 1.202)
H (4.333, 3.196, -3.476)
H (2.161, -1.032, -0.377)
H (0.882, -2.429, -0.478)
H (1.596, -1.844, 2.000)
H (4.143, 2.676, -4.072)
H (1.173, -0.541, 3.746)
H (-0.612, -0.665, 3.473)
H (0.242, 0.750, 2.874)

As for the lowest unoccupied orbital energy: -0.83 eV. As for the relative energy (zero: lowest compared OMol25 entry of this formula, charge and spin): 180.60 kcal/mol. The frontier orbital gap comes out at 5.73 eV.

Population analysis type natural (NBO), resulting atomic charges in e: atom 1 (C): -0.5979, atom 2 (C): -0.4680, atom 3 (C): -0.1070, atom 4 (C): -0.1355, atom 5 (C): -0.3008, atom 6 (C): -0.2945, atom 7 (C): -0.6262, atom 8 (H): 0.2083, atom 9 (H): 0.2066, atom 10 (H): 0.2063, atom 11 (H): 0.2147, atom 12 (H): 0.2293, atom 13 (H): 0.2041, atom 14 (H): 0.0003, atom 15 (H): 0.2156, atom 16 (H): 0.1933, atom 17 (H): 0.2259, atom 18 (H): -0.0003, atom 19 (H): 0.2058, atom 20 (H): 0.2129, atom 21 (H): 0.2069

=====

no.,strongest force on any atom (eV/A)
1,0.70
2,3.66
3,5.44
4,2.07
5,0.53
6,4.86